(1)
ORCA calculation (ωB97M-V/def2-TZVPD) on an isolated molecule of C6H15NO2S in a non-equilibrium geometry.

```
! RIJCOSX wB97M-V def2-TZVPD def2/J DEFGRID3
* xyz 0 1
H 1.416 -0.340 -2.562
H -1.342 -0.564 -2.178
C -1.419 -1.140 -1.190
H 1.461 1.498 1.034
S -1.824 0.784 0.831
H 0.102 1.214 -1.804
C -0.509 -1.787 1.649
O -0.751 0.929 2.225
H -2.393 -1.174 -0.702
C 0.521 0.629 -0.945
H -0.551 1.856 2.237
C 1.742 -0.095 -1.616
O -2.033 1.992 0.042
H -1.324 -2.348 1.108
H -1.008 -2.110 -1.484
C -0.489 -0.252 -0.199
N 0.311 -1.087 0.743
H 0.198 2.495 0.068
H 2.466 0.645 -1.816
H 0.225 -2.541 2.160
H -0.981 -1.245 2.370
C 1.053 1.758 0.066
H 2.249 -0.837 -0.949
H 1.959 2.272 -0.489
H 0.923 -0.553 1.402
*
```

Properties
Energy relative to the best compared isomer or geometry (same formula, charge and spin) ... 3.469 eV
E_HOMO ... -8.52 eV
Frontier orbital gap ... 0.33918 Ha
LUMO level ... 0.0261 Ha

(2)
ORCA calculation (ωB97M-V/def2-TZVPD) on a cluster of 2 separate species, H4N2O2S3 in total in a non-equilibrium geometry.

```
! RIJCOSX wB97M-V def2-TZVPD def2/J DEFGRID3
* xyz 0 1
O -1.000 -2.268 -0.693
H 1.912 1.560 1.143
N -1.764 0.764 -0.902
S 2.252 0.167 -0.894
S -1.333 0.351 0.635
H 1.698 -0.127 1.258
O 0.367 -1.873 1.247
N 2.132 0.590 0.666
S -0.113 -1.421 -0.056
H -2.728 0.649 -1.196
H -1.425 1.609 -1.208
*
```

Properties
Energy relative to the best compared isomer or geometry (same formula, charge and spin) ... 1.799 eV
E_HOMO (spin up / spin down) ... -8.64 / -8.73 eV
Frontier orbital gap (spin up / spin down) ... 0.27317 / 0.23158 Ha
LUMO level (spin up / spin down) ... -0.0443 / -0.0891 Ha

(3)
ORCA calculation (ωB97M-V/def2-TZVPD) on a structure of composition C23H20CoN6S2 in a non-equilibrium geometry.

```
! RIJCOSX wB97M-V def2-TZVPD def2/J DEFGRID3
* xyz 1 1
C 2.245 3.559 -1.927
H -4.402 -1.628 -1.477
H 1.967 5.506 -1.069
C 4.910 -0.833 1.009
C -0.234 -2.116 2.898
H -3.683 -3.729 -2.605
C -1.522 2.516 -0.379
C 3.889 -0.003 1.562
H 2.498 -3.666 1.664
C 0.885 -2.931 2.892
C 1.558 4.513 -1.203
C -2.421 -0.821 -1.457
C 1.716 2.285 -2.021
H -1.274 -3.986 -3.235
H -2.340 -0.746 2.710
C 4.000 0.486 2.898
N 0.551 1.938 -1.457
C 1.626 -3.031 1.732
C 0.329 4.180 -0.655
C -0.144 2.896 -0.814
H -2.793 1.278 1.724
N 0.182 -1.454 0.648
H -2.991 1.159 -1.685
C -2.965 -2.952 -2.382
H -1.042 1.354 1.920
H 1.790 -2.347 -0.282
Co 0.153 0.117 -0.627
C -0.749 -2.092 -2.401
H -2.143 2.732 -1.249
H 0.302 -2.168 -2.649
C -1.844 0.840 1.393
H 2.235 1.518 -2.566
C -1.630 -3.103 -2.726
N 5.696 -1.531 0.542
H 3.193 3.779 -2.396
H -2.525 -1.157 1.023
S 1.404 1.184 1.333
C -3.367 -1.790 -1.745
N -1.131 -0.974 -1.772
H -0.852 -2.038 3.781
C 2.784 0.289 0.832
C -2.786 0.497 -0.844
H -1.885 3.148 0.433
H -3.707 0.428 -0.260
C -1.871 -0.642 1.733
N 4.061 0.912 3.965
C -0.577 -1.404 1.763
H -0.254 4.906 -0.104
H 1.153 -3.502 3.771
S 2.440 -0.174 -0.817
N -1.675 1.078 -0.058
C 1.241 -2.280 0.639
*
```

Properties
E_HOMO (spin up / spin down) ... -10.81 / -10.81 eV
Frontier orbital gap (spin up / spin down) ... 0.24754 / 0.24686 Ha
LUMO level (spin up / spin down) ... -0.1498 / -0.1504 Ha

(4)
ORCA calculation (ωB97M-V/def2-TZVPD) on a cluster of 2 separate species, C4H13N2O2 in total in a non-equilibrium geometry.

```
! RIJCOSX wB97M-V def2-TZVPD def2/J DEFGRID3
* xyz 1 1
H -1.165 3.122 -1.121
H -2.054 -0.834 -1.346
H 0.972 2.206 0.295
H 0.164 3.833 -1.789
C -1.208 -1.219 -0.787
N -0.174 -0.184 -0.698
C 1.016 -0.620 -0.014
H 1.401 2.126 -1.254
C -0.486 1.082 -0.921
C 0.530 2.179 -0.660
H -0.855 -2.040 -1.410
H 0.115 -5.578 3.306
O -1.576 1.475 -1.348
O 0.530 -4.724 3.479
H 1.313 -1.644 -0.228
H 0.382 -4.506 4.396
H 1.863 0.069 -0.061
H 0.892 -0.725 1.079
H -0.012 4.128 -0.197
N -0.198 3.449 -0.926
H -1.450 -1.594 0.207
*
```

Properties
Energy relative to the best compared isomer or geometry (same formula, charge and spin) ... 1.928 eV
E_HOMO ... -13.54 eV
Frontier orbital gap ... 0.37174 Ha
LUMO level ... -0.1260 Ha